No. 1
C2H6BrHfOS | wB97M-V/def2-TZVPD

Output
relative energy (zero: lowest compared OMol25 entry of this formula, charge and spin)	193.71	kJ/mol
charge	+3
molar mass	336.5	g mol⁻¹
E	-86363.9345	eV
HOMO	-22.742	eV

Cartesian coordinates (Å):
1 Hf -1.297 3.127 -1.501
2 Br 1.312 3.444 -0.399
3 C 0.956 -0.084 1.057
4 S -0.790 -0.073 0.453
5 O -0.913 1.154 -0.487
6 C -0.800 -1.635 -0.563
7 H 1.520 -1.017 1.069
8 H 0.891 0.145 2.121
9 H 1.603 0.632 0.551
10 H -0.777 -2.507 0.090
11 H 0.028 -1.645 -1.273
12 H -1.733 -1.542 -1.118

Results of the Mulliken charge analysis, in e, for atoms 1 through 4: 1.86, 0.10, -0.75, 0.68

No. 2
C2H6BrN | wB97M-V/def2-TZVPD

Output
relative energy (zero: lowest compared OMol25 entry of this formula, charge and spin)	400.04	kJ/mol
molar mass	124.0	g mol⁻¹
E	-73698.7527	eV
HOMO (alpha / beta)	-9.398 / -8.703	eV

Cartesian coordinates (Å):
1 C 0.172 -1.407 -0.106
2 C -0.893 1.738 0.167
3 N 0.875 -0.319 0.464
4 Br 2.452 0.264 -0.226
5 H 0.705 -2.401 -0.104
6 H -0.848 -1.267 0.265
7 H -0.155 -1.281 -1.127
8 H -1.271 1.447 1.183
9 H 0.106 2.130 0.153
10 H -1.144 1.097 -0.668

Results of the Mulliken charge analysis, in e, for atoms 1 through 4: -0.80, -0.73, -0.18, -0.04

No. 3
C2H6BrNO | wB97M-V/def2-TZVPD

Output
relative energy (zero: lowest compared OMol25 entry of this formula, charge and spin)	223.50	kJ/mol
SMILES	C=CBr.NO
molar mass	140.0	g mol⁻¹
E	-75747.9629	eV
HOMO	-10.023	eV

Cartesian coordinates (Å):
1 C 2.566 0.677 -0.184
2 C 1.458 0.740 0.513
3 N -2.872 -1.005 -0.323
4 O -1.836 -0.274 -1.044
5 Br 0.787 -0.876 1.446
6 H 3.049 1.555 -0.608
7 H -1.160 0.136 -0.529
8 H 3.143 -0.234 -0.401
9 H 0.567 1.320 0.577
10 H -2.418 -1.780 0.220
11 H -3.283 -0.259 0.335

Results of the Mulliken charge analysis, in e, for atoms 1 through 4: -0.54, -0.24, -0.41, -0.39